#a
DFT (ωB97M-V with the def2-TZVPD basis set) results for a single C8H10N2OS molecule.

Each atom is followed by the atoms it is bonded to, with distances in Å.
Geometry (Å):
1 C 2.12 0.73 1.02  C8 1.448, N9 1.137
2 C 0.00 -1.73 0.47  C4 1.571, C6 1.482, H13 1.173, H14 1.075
3 C -1.00 0.56 1.27  C5 1.521, C6 1.542, H15 1.037, H16 1.045
4 C 0.99 -0.89 -0.41  C2 1.571, C8 1.550, H17 1.124, H18 1.127
5 C -0.03 1.39 0.44  C3 1.521, C8 1.534, H19 1.197, H20 1.124
6 C -1.18 -0.86 0.70  C2 1.482, C3 1.542, S12 1.861, H21 1.077
7 C -1.11 0.10 -1.88  N10 1.173, S12 1.686
8 C 1.18 0.62 -0.09  C1 1.448, C4 1.550, C5 1.534, H22 1.059
9 N 2.80 0.69 1.92  C1 1.137
10 N -0.77 0.60 -2.88  C7 1.173, O11 1.210
11 O -0.22 1.20 -3.78  N10 1.210
12 S -2.15 -0.78 -0.89  C6 1.861, C7 1.686
13 H -0.07 -2.72 -0.16  C2 1.173
14 H 0.40 -1.98 1.43  C2 1.075
15 H -0.71 0.44 2.25  C3 1.037
16 H -1.94 1.03 1.30  C3 1.045
17 H 1.95 -1.47 -0.51  C4 1.124
18 H 0.46 -0.88 -1.41  C4 1.127
19 H -0.71 1.93 -0.38  C5 1.197
20 H 0.33 2.17 1.17  C5 1.124
21 H -1.92 -1.24 1.38  C6 1.077
22 H 1.56 1.07 -0.96  C8 1.059

Output
HOMO energy, eV: -8.91
Total charge: 0
Gap between HOMO and LUMO, eV: 9.14

#b
DFT (ωB97M-V with the def2-TZVPD basis set) results for a single C8H10N2OS molecule.

Each atom is followed by the atoms it is bonded to, with distances in Å.
Geometry (Å):
1 C -3.07 -1.51 -0.32  S2 1.786, H13 1.107, H14 1.123, H15 1.111
2 S -2.55 0.17 -0.67  C1 1.786, C3 1.832
3 C -1.51 0.33 0.82  S2 1.832, O4 1.351, N11 1.744, H16 1.030
4 O -0.74 -0.75 1.06  C3 1.351, C5 1.368
5 C 0.51 -0.58 0.54  O4 1.368, C6 1.391, C10 1.401
6 C 1.52 -1.53 0.49  C5 1.391, C7 1.451, H17 1.123
7 C 2.80 -1.16 -0.08  C6 1.451, C8 1.366, H18 1.150
8 C 3.02 0.18 -0.24  C7 1.366, C9 1.390, H19 1.097
9 C 2.06 1.19 -0.19  C8 1.390, C10 1.398, H20 1.101
10 C 0.78 0.75 0.17  C5 1.401, C9 1.398, N11 1.410
11 N -0.33 1.56 0.45  C3 1.744, C10 1.410, N12 1.349
12 N -0.58 2.45 -0.53  N11 1.349, H21 1.017, H22 1.087
13 H -2.54 -1.68 0.64  C1 1.107
14 H -2.68 -2.18 -1.13  C1 1.123
15 H -4.18 -1.54 -0.39  C1 1.111
16 H -2.03 0.75 1.61  C3 1.030
17 H 1.39 -2.64 0.64  C6 1.123
18 H 3.69 -1.88 -0.17  C7 1.150
19 H 4.05 0.34 -0.58  C8 1.097
20 H 2.29 2.22 -0.47  C9 1.101
21 H -0.85 2.13 -1.46  N12 1.017
22 H -1.04 3.37 -0.19  N12 1.087

Output
HOMO energy, eV: -7.85
Total charge: 0
Gap between HOMO and LUMO, eV: 8.63

Which structure is the least stable? The one labeled #a.

#a
DFT (ωB97M-V with the def2-TZVPD basis set) results for 2 unconnected molecules or ions with the total composition C4H11NS.

Each atom is followed by the atoms it is bonded to, with distances in Å.
Geometry (Å):
1 C -2.03 -0.87 0.77  C2 1.332, H4 1.133, H5 1.083
2 C -2.44 0.28 0.24  C1 1.332, N3 1.482, H6 1.159
3 N -2.52 0.64 -1.20  C2 1.482, H7 1.027, H8 1.054
4 H -2.28 -0.92 1.88  C1 1.133
5 H -1.46 -1.64 0.28  C1 1.083
6 H -2.92 1.08 0.93  C2 1.159
7 H -1.72 0.13 -1.59  N3 1.027
8 H -2.37 1.64 -1.48  N3 1.054
9 C 2.82 -0.48 0.34  C10 1.559, H12 1.118, H13 1.101, H14 1.119
10 C 1.51 -0.18 -0.45  C9 1.559, S11 1.853, H15 1.079, H16 1.108
11 S 1.03 1.61 -0.39  C10 1.853, H17 1.275
12 H 3.44 -1.27 -0.15  C9 1.118
13 H 3.47 0.41 0.34  C9 1.101
14 H 2.73 -0.71 1.43  C9 1.119
15 H 1.59 -0.45 -1.49  C10 1.079
16 H 0.62 -0.82 -0.24  C10 1.108
17 H 0.53 1.55 0.78  S11 1.275

Output
HOMO energy, eV: -8.76
Total charge: 0
Gap between HOMO and LUMO, eV: 9.63

#b
DFT (ωB97M-V with the def2-TZVPD basis set) results for a single C4H11NS molecule.

Each atom is followed by the atoms it is bonded to, with distances in Å.
Geometry (Å):
1 C -2.50 0.08 0.76  C4 1.516, H7 1.027, H8 1.096, H9 1.061
2 C 2.11 1.18 0.01  S6 1.854, H10 1.065, H11 1.051, H12 1.045
3 C 1.53 -1.46 -0.39  S6 2.061, H13 1.066, H14 1.058, H15 1.132
4 C -1.72 -0.10 -0.53  C1 1.516, N5 1.486, H16 1.199, H17 1.119
5 N -0.43 0.62 -0.69  C4 1.486, S6 1.599
6 S 0.61 0.19 0.44  C2 1.854, C3 2.061, N5 1.599
7 H -2.20 -0.55 1.51  C1 1.027
8 H -2.35 1.06 1.22  C1 1.096
9 H -3.54 -0.13 0.72  C1 1.061
10 H 2.09 2.12 0.52  C2 1.065
11 H 1.99 1.48 -0.99  C2 1.051
12 H 2.88 0.56 0.34  C2 1.045
13 H 0.96 -1.56 -1.28  C3 1.066
14 H 1.40 -2.20 0.36  C3 1.058
15 H 2.62 -1.34 -0.66  C3 1.132
16 H -2.17 0.31 -1.56  C4 1.199
17 H -1.40 -1.15 -0.72  C4 1.119

Output
HOMO energy, eV: -7.63
Total charge: 0
Gap between HOMO and LUMO, eV: 8.43

Which structure is the least stable? The one labeled #b.

#a
DFT (ωB97M-V with the def2-TZVPD basis set) results for a single C4H11NS molecule.

Each atom is followed by the atoms it is bonded to, with distances in Å.
Geometry (Å):
1 C 0.53 0.83 2.35  C4 1.581, H7 1.049, H8 1.064, H9 1.184
2 C 1.11 0.44 -1.59  S6 1.820, H10 1.088, H11 1.115, H12 1.149
3 C -0.81 -1.44 -1.85  S6 1.844, H13 1.144, H14 1.028, H15 1.157
4 C -0.81 0.25 1.72  C1 1.581, N5 1.391, H16 1.122, H17 1.062
5 N -0.84 0.32 0.33  C4 1.391, S6 1.697
6 S 0.22 -0.72 -0.50  C2 1.820, C3 1.844, N5 1.697
7 H 0.55 0.65 3.38  C1 1.049
8 H 1.34 0.36 1.84  C1 1.064
9 H 0.60 1.92 1.91  C1 1.184
10 H 0.87 0.26 -2.63  C2 1.088
11 H 2.17 0.22 -1.34  C2 1.115
12 H 0.83 1.52 -1.30  C2 1.149
13 H -0.15 -2.02 -2.58  C3 1.144
14 H -1.31 -0.67 -2.30  C3 1.028
15 H -1.69 -2.13 -1.55  C3 1.157
16 H -1.59 0.96 2.10  C4 1.122
17 H -1.03 -0.74 2.01  C4 1.062

Output
HOMO energy, eV: -7.50
Total charge: 0
Gap between HOMO and LUMO, eV: 8.24

#b
DFT (ωB97M-V with the def2-TZVPD basis set) results for a single C4H11NS molecule.

Each atom is followed by the atoms it is bonded to, with distances in Å.
Geometry (Å):
1 C 2.04 -0.21 0.31  C2 1.493, H7 1.041, H8 1.123, H9 1.050
2 C 0.77 0.49 -0.05  C1 1.493, N3 1.449, C4 1.536, H10 1.120
3 N 0.48 0.49 -1.47  C2 1.449, H11 1.070, H12 1.027
4 C -0.38 -0.17 0.73  C2 1.536, C5 1.527, H13 1.093, H14 1.134
5 C -1.79 0.29 0.40  C4 1.527, S6 1.845, H15 1.071, H16 1.063
6 S -3.11 -0.96 0.72  C5 1.845, H17 1.327
7 H 1.99 -1.02 -0.34  C1 1.041
8 H 2.01 -0.60 1.36  C1 1.123
9 H 2.97 0.22 0.07  C1 1.050
10 H 0.87 1.59 0.11  C2 1.120
11 H 1.33 0.97 -1.93  N3 1.070
12 H 0.64 -0.44 -1.88  N3 1.027
13 H -0.49 -1.20 0.38  C4 1.093
14 H -0.10 -0.33 1.81  C4 1.134
15 H -1.88 1.24 0.88  C5 1.071
16 H -1.66 0.52 -0.63  C5 1.063
17 H -3.71 -0.88 -0.46  S6 1.327

Output
HOMO energy, eV: -9.07
Total charge: 0
Gap between HOMO and LUMO, eV: 10.10

Which structure is the least stable? The one labeled #a.